84
Properties=species:S:1:pos:R:3:forces:R:3 method="wB97M-V/def2-TZVPD" homo_energy_ev=-16.256 charge=+3 fmax_ev_per_a=4.28 gap_ev=7.742 e_lumo_ev=-8.515 energy_ev=-47231.6855
C -11.110 -11.370 21.910 1.4074 -0.3871 -0.5124
O -11.612 -10.081 21.660 -1.8252 1.7968 -0.3492
C -10.603 -9.115 21.436 0.6327 -0.8916 -0.2952
C -11.097 -7.708 21.177 -2.5373 0.8647 1.5199
N -12.128 -7.297 22.311 2.1745 0.1194 0.1221
H -12.558 -6.415 22.076 -0.2845 0.3671 -0.1865
H -12.859 -7.995 22.317 -0.1121 -0.5678 0.7359
C -11.416 -6.979 23.644 -2.1231 -0.4905 1.0955
C -12.512 -6.459 24.684 2.1239 -0.6142 -1.1664
O -13.019 -5.297 24.129 -0.8676 0.7175 1.1268
C -13.763 -4.589 25.193 -0.6242 0.3593 -1.9786
H -10.584 -11.749 21.034 0.3340 0.1842 -0.2458
H -11.859 -12.147 22.060 -0.3632 0.7362 0.6345
H -10.370 -11.236 22.699 -0.1404 -0.7903 0.3951
H -10.039 -9.438 20.561 0.3872 0.2761 -0.1395
H -9.929 -9.125 22.294 0.2718 0.1592 0.1083
H -11.723 -7.535 20.302 0.4598 -0.5905 -0.3580
H -10.420 -6.858 21.260 0.6470 -0.7878 -0.3291
H -10.693 -6.188 23.440 -0.2223 0.0120 -0.1028
H -10.895 -7.850 24.041 -0.1966 -0.1108 -0.3166
H -11.968 -6.257 25.606 0.0789 -0.0417 0.2007
H -13.312 -7.164 24.911 0.0951 -0.4515 -0.1525
H -13.091 -4.083 25.886 -0.0725 -0.2273 -0.0317
H -14.524 -5.219 25.653 0.4982 -0.4228 0.3311
H -14.371 -3.897 24.610 0.2997 0.5000 0.3373
C -13.271 -3.944 15.899 -0.4016 1.6773 -0.4300
C -11.992 -4.665 16.196 -0.2780 0.6591 -1.4967
C -10.753 -4.179 15.344 -1.1198 -1.3974 1.3495
O -10.461 -2.884 15.716 0.5819 1.0458 1.0584
C -9.156 -2.432 15.274 -0.5934 -0.6171 -0.3216
N -11.776 -4.410 17.699 0.0629 -0.4363 -1.5835
H -11.086 -4.975 18.174 0.3851 -0.8862 0.1359
H -11.449 -3.456 17.753 -0.1403 0.8159 -0.0216
H -12.684 -4.528 18.126 -0.0853 0.2760 0.4149
H -13.228 -2.898 16.200 0.0868 0.1769 0.1995
H -14.153 -4.373 16.376 0.0091 -0.2432 -0.0717
H -13.448 -3.863 14.827 -0.0587 -0.4467 0.0196
H -12.258 -5.685 15.915 0.9331 -0.4582 0.8357
H -10.965 -4.260 14.278 -0.2356 -0.1548 -0.0810
H -10.004 -4.921 15.620 0.6690 0.2455 -0.2822
H -8.356 -2.980 15.771 -0.0242 -0.2481 0.0856
H -9.016 -1.373 15.486 -0.4433 -0.1253 -0.1778
H -9.140 -2.674 14.211 0.4980 0.4710 -0.1195
C -6.071 -3.138 19.525 -0.1444 0.3043 0.2201
C -6.557 -4.041 18.395 0.7595 0.0580 1.3241
C -5.436 -4.814 17.679 -0.1510 -0.8538 0.4079
O -4.841 -5.662 18.649 0.4940 -0.4254 0.2508
C -3.729 -6.544 18.268 -0.6099 0.1688 -1.0555
N -7.581 -4.998 19.068 -0.1417 1.4787 -0.3448
H -7.328 -5.577 19.856 1.1239 -0.1374 0.0751
H -8.299 -4.381 19.419 -0.1791 0.3588 0.4248
H -8.105 -5.557 18.410 0.2643 -0.6530 -0.9144
H -6.837 -2.470 19.918 -0.5479 -0.1336 -0.1892
H -5.341 -2.419 19.151 0.4430 -0.4518 0.1324
H -5.746 -3.712 20.392 0.6337 0.0564 -0.2581
H -7.126 -3.386 17.736 -0.1385 -0.5713 -0.4029
H -4.714 -4.140 17.218 0.0081 0.3582 0.1758
H -5.877 -5.384 16.861 -0.0726 -0.2978 -0.1723
H -3.349 -7.123 19.109 -0.3244 0.6379 0.3040
H -2.916 -6.028 17.756 0.0267 0.5185 0.4353
H -4.036 -7.284 17.529 -0.5430 -0.0512 -0.0278
C -13.861 -8.541 16.758 -0.3677 -1.2631 0.8375
C -14.803 -7.382 16.984 1.1821 0.5691 -0.3522
C -15.767 -7.153 15.803 1.5376 1.0023 -1.2632
O -14.925 -6.553 14.715 -0.6881 -0.8267 2.9130
C -15.627 -6.045 13.590 -0.6565 -0.3878 0.0579
N -15.564 -7.568 18.289 -1.0700 -0.5267 -1.1382
H -14.992 -7.799 19.088 0.2337 -0.5459 0.0601
H -16.204 -6.839 18.571 0.0651 1.0560 -0.1263
H -16.229 -8.287 18.043 -0.1792 -1.2035 0.6306
H -14.393 -9.486 16.647 -0.4506 0.0316 -0.6356
H -13.300 -8.800 17.656 0.6314 0.6125 0.0169
H -13.202 -8.412 15.899 -0.1274 0.2283 0.1972
H -14.178 -6.523 17.227 -0.2071 0.4131 -0.6396
H -16.585 -6.522 16.150 -0.1348 0.5005 -0.4466
H -16.187 -8.090 15.437 0.0008 -0.1849 0.0899
H -16.038 -6.879 13.022 0.0912 0.0763 -0.3107
H -14.907 -5.473 13.005 -0.1587 -0.1282 0.0178
H -16.465 -5.424 13.905 0.0548 0.2752 -0.0425
B -9.762 -7.014 17.945 0.4305 -2.2028 -1.3502
F -10.903 -7.404 17.287 -0.6068 -0.0644 -1.1087
F -8.920 -6.153 17.208 0.0465 -0.1660 -1.0696
F -10.194 -6.246 18.963 -1.0207 2.6046 3.2367
F -9.098 -8.091 18.454 0.6064 -0.3065 0.0842